The following is a quantum chemistry calculation of a structure of composition C9H12O3P2Zr in a non-equilibrium geometry, from the Open Molecules 2025 dataset.

Properties
**HOMO-LUMO gap**: 3.759 eV
**Maximum force**: 3.209 eV/A
**Electronic energy**: -35471.666 eV

The geometry in ORCA input format:
```
! RIJCOSX wB97M-V def2-TZVPD def2/J DEFGRID3
* xyz 4 1
C 2.33865 2.14136 -0.09755
P 2.06857 0.42196 -0.68756
C 3.55927 -0.65176 -0.18047
C 0.58677 -0.19627 0.28186
C 0.60525 -0.88572 1.40238
C -0.62287 -1.40192 2.07063
O -0.58420 -2.18956 2.97560
C -1.97242 -0.89875 1.56797
C -2.01253 -0.21526 0.45090
P -3.56219 0.37939 -0.36384
C -4.00819 -0.68468 -1.73428
O -3.39514 1.79535 -0.89457
C -0.71610 0.13296 -0.38388
O -0.78974 0.58837 -1.48101
H 1.40235 2.50889 0.29174
H 2.58933 2.74291 -0.95652
H 3.05481 2.21917 0.70791
H 4.52955 -0.17293 -0.47593
H 3.48401 -1.58243 -0.73942
H 3.59109 -0.92242 0.87640
H 1.52239 -1.12480 1.90291
H -2.84272 -1.14302 2.14834
H -4.87972 -0.33892 -2.27428
H -4.10978 -1.68614 -1.32850
H -3.08405 -0.64608 -2.33087
H -3.14389 2.46566 -0.22388
Zr 6.39149 -0.65534 -0.52409
*
```